Here is a cluster of 5 separate species, CH11NO4 in total at a distorted geometry from OMol25. Energies are from the ωB97M-V functional and the def2-TZVPD basis.

XYZ file:
```
17
Properties=species:S:1:pos:R:3
O 1.65679 1.57316 -0.63642
O -1.43967 0.38538 1.76292
O 2.38507 -0.29926 0.84403
O -2.46904 0.27000 -0.38223
N 0.26553 -1.35689 -0.11589
C 0.01237 -0.82624 -1.37474
H -0.67198 -1.44124 -1.87761
H -0.55796 0.22240 -1.24923
H -0.51606 -1.13252 0.46325
H -3.45431 0.35778 -0.37765
H 1.98506 0.73839 -0.04467
H 3.19140 0.01818 1.33675
H 0.95060 -0.76872 -2.05117
H 1.49751 2.24759 0.06416
H -1.99469 0.72867 2.42965
H 1.13922 -1.16303 0.33310
H -1.97982 0.44635 0.87575
```

Values from the calculation:
Multiplicity: 1
Relative energy (zero: lowest compared OMol25 entry of this formula, charge and spin) (kJ/mol): 867.6
Net charge: 0



Here is a cluster of 5 separate species, CH11O4S in total at a distorted geometry from OMol25. Energies are from the ωB97M-V functional and the def2-TZVPD basis.

XYZ file:
```
17
Properties=species:S:1:pos:R:3
S 2.28319 0.10385 -0.32376
O 0.06178 2.07487 1.06066
O 0.00528 0.20767 -2.35062
O -2.02158 -1.60934 0.86946
O -2.10234 1.11757 -0.66575
C 1.71491 -1.36146 0.62778
H 0.70768 -1.69051 0.43910
H 0.01475 1.22120 -2.36964
H -0.96755 -1.68875 0.89789
H -1.55688 1.06235 -1.43823
H 0.78564 1.53830 0.60170
H -1.48031 1.56907 -0.09180
H 1.73143 -1.13489 1.67277
H 0.60114 -0.04902 -1.52777
H -2.09661 -1.08383 0.06361
H 2.56253 -1.98252 0.59316
H -0.24306 1.70542 1.94144
```

Values from the calculation:
Multiplicity: 1
Relative energy (zero: lowest compared OMol25 entry of this formula, charge and spin) (kJ/mol): 97.1
Net charge: -1



Here is a structure of composition CH12MnO9P at a distorted geometry from OMol25. Energies are from the ωB97M-V functional and the def2-TZVPD basis.

XYZ file:
```
24
Properties=species:S:1:pos:R:3
Mn -0.23227 0.69356 -0.36808
P -0.52357 1.59659 2.13867
O 1.25318 -0.58712 -1.00591
O 1.61674 2.05393 -0.68943
O 0.57153 2.53415 2.70399
O -1.76570 -0.83344 -0.28167
O -1.10135 2.02287 0.72853
O -1.53486 1.21165 3.18429
O 0.18951 0.33156 1.62233
O 0.67827 -2.11131 2.04657
O -0.60693 1.37477 -2.39934
C -1.80491 -2.07406 -0.91055
H 2.15675 -0.74538 -0.73248
H 0.90295 -1.97825 2.97037
H 1.62565 2.93822 -0.32312
H 1.11653 -1.18522 -1.74064
H -1.36999 1.93487 -2.54174
H 0.50754 -1.23952 1.68265
H 2.29697 2.06623 -1.36276
H 0.04441 1.69310 -3.02437
H -1.02154 -2.08652 -1.66836
H -2.81837 -2.11360 -1.30985
H 1.32687 -2.60313 1.53762
H -1.50738 -2.89392 -0.25679
```

Values from the calculation:
Multiplicity: 6
⟨S²⟩: 8.759
Calculated total energy (hartree): -2214.85125
Net charge: -1